[1]
Computed, not measured: C25H22Br2Cl5N2OSSiTl as an isolated structure, with ωB97M-V/def2-TZVPD.

M in g mol⁻¹: 968.1
Energy above the lowest of the compared OMol25 structures with the same formula, charge and spin in kJ/mol: 71.8
Total charge: -2

Each line ends with the Löwdin charge.
Geometry (Å):
Tl: -0.32065 -0.08765 0.39549  0.62
Cl: -2.90945 1.99465 -0.45161  0.65
C: -4.33065 1.05755 -0.13861  -0.68
C: -5.42695 1.69375 0.40209  -0.14
C: -6.58065 0.97405 0.66839  -0.13
C: -6.61675 -0.38495 0.39529  -0.15
C: -5.51105 -1.00525 -0.14631  -0.71
Cl: -5.60835 -2.69865 -0.48011  0.62
C: -4.31765 -0.31815 -0.44301  -0.78
S: -2.97255 -1.09305 -1.16931  0.45
H: -5.37115 2.74915 0.61719  0.09
H: -7.43965 1.46355 1.09969  0.08
H: -7.49945 -0.96965 0.61189  0.09
C: -1.60405 -3.58405 0.74919  -0.07
C: -0.13575 -3.76055 0.59829  -0.33
C: 0.41915 -5.03455 0.37219  -0.02
C: 1.77225 -5.17775 0.24559  -0.05
C: 2.60945 -4.05305 0.38349  -0.21
C: 4.01025 -4.07635 0.30639  -0.64
Br: 4.93245 -5.72885 -0.00701  0.66
C: 4.76175 -2.93815 0.47839  -0.21
C: 4.12645 -1.74035 0.73809  -0.60
Br: 5.18475 -0.17585 1.01879  0.71
C: 2.72455 -1.57855 0.82499  -0.46
O: 2.16515 -0.48485 1.06219  -0.21
C: 1.96605 -2.80575 0.61709  -0.14
N: 0.63285 -2.69615 0.68159  0.10
H: -2.09695 -4.53855 0.90959  0.07
H: -2.02685 -3.12255 -0.14561  -0.01
H: -1.81855 -2.91985 1.58529  0.06
H: -0.24045 -5.88505 0.28639  0.10
H: 2.20845 -6.14895 0.04499  0.07
H: 5.83925 -2.96735 0.41629  0.08
C: 2.07785 3.15365 -3.88091  -0.16
N: 1.90645 1.78855 -3.45091  -0.20
C: 0.52475 1.37665 -3.33381  -0.14
C: 2.61025 1.98655 -0.72421  0.04
C: 1.79645 2.80715 0.01029  -0.34
C: 2.21465 4.12425 0.39109  -0.07
C: 1.38615 4.96525 1.08439  -0.13
C: 0.15995 4.52305 1.57099  -0.11
C: -0.18135 3.17625 1.39929  -0.20
C: 0.51645 2.42915 0.49889  -0.15
H: 1.58745 3.38115 -4.84651  0.07
H: 3.14265 3.36815 -3.97371  0.07
H: 1.65795 3.81435 -3.12301  0.07
H: 2.40205 1.15845 -4.07241  0.10
H: 0.03725 1.96115 -2.55461  0.07
H: 0.49225 0.32875 -3.04011  0.07
H: -0.04785 1.49795 -4.26951  0.07
H: 3.56365 2.33135 -1.08651  0.06
H: 2.38025 0.94385 -0.83421  0.04
H: 3.24255 4.40465 0.20739  0.10
H: 1.71675 5.97465 1.31379  0.09
H: -0.52805 5.20715 2.05049  0.09
H: -1.07385 2.79275 1.87729  0.07
Cl: -2.21135 0.07525 4.75479  -0.01
Si: -0.68055 -0.36565 3.28439  -0.59
Cl: 0.76925 0.99215 3.98449  0.11
Cl: 0.01285 -2.15465 4.23569  0.05

[2]
Computed, not measured: C57H71GeKN3O2P as an isolated structure, with ωB97M-V/def2-TZVPD.

M in g mol⁻¹: 972.9
Energy above the lowest of the compared OMol25 structures with the same formula, charge and spin in kJ/mol: 0.0

Each line ends with the Löwdin charge.
Geometry (Å):
K: -1.26796 0.06924 -0.39332  0.64
C: -0.48888 2.81988 -1.64584  -0.09
C: -1.90945 2.78402 -2.21988  -0.37
C: -2.41521 4.21389 -2.41371  -0.06
C: -2.00203 1.95619 -3.49071  -0.14
C: -1.53931 2.47921 -4.69269  -0.06
C: -1.67692 1.77518 -5.87761  -0.09
C: -2.29251 0.53400 -5.86106  -0.05
C: -2.74654 -0.03395 -4.67573  -0.15
C: -3.43352 -1.38537 -4.68417  -0.37
C: -2.81044 -2.37264 -5.67185  -0.08
C: -4.92896 -1.22472 -4.97725  -0.05
C: -2.58887 0.67548 -3.47139  -0.18
N: -2.94560 0.10282 -2.22987  -0.03
C: -4.18717 0.34576 -1.83692  -0.53
O: -5.09742 0.91969 -2.46015  0.00
C: -4.55782 -0.06411 -0.41362  -0.18
C: -5.89129 -0.38350 -0.16064  0.00
C: -6.28611 -0.63104 1.13808  -0.04
C: -5.35519 -0.50885 2.15995  0.00
C: -4.05087 -0.18413 1.82652  -0.19
N: -3.65658 0.00904 0.56499  0.08
C: -3.05102 -0.01237 2.94256  -0.46
O: -3.48274 -0.00412 4.10069  0.01
N: -1.73184 0.05058 2.62190  0.11
C: -0.91561 0.32561 3.65875  -0.21
C: 0.12011 -0.66205 4.00247  -0.34
C: 0.88537 -0.43132 5.21449  -0.10
C: 0.79283 0.73305 5.89865  -0.05
C: -0.14313 1.70469 5.47456  0.02
C: -0.99397 1.54005 4.41558  -0.11
C: -2.00376 2.62654 4.10082  -0.36
C: -2.99487 2.80499 5.25271  -0.05
C: -1.31410 3.95347 3.77789  -0.05
C: -0.29602 -2.12589 3.70995  -0.38
C: -1.33404 -2.52859 4.76347  -0.03
C: 0.83494 -3.14834 3.66876  -0.06
H: -0.48141 3.33758 -0.68224  0.07
H: 0.18623 3.35841 -2.31703  0.09
H: -0.04496 1.82563 -1.52875  0.00
H: -2.57091 2.31723 -1.48674  0.11
H: -1.75466 4.79053 -3.06485  0.07
H: -2.46553 4.73160 -1.45271  0.08
H: -3.41187 4.21079 -2.85431  0.09
H: -1.08034 3.46190 -4.70942  0.11
H: -1.32152 2.19699 -6.80961  0.10
H: -2.41527 -0.00700 -6.79185  0.11
H: -3.33008 -1.79566 -3.67654  0.12
H: -3.03031 -2.09836 -6.70602  0.07
H: -3.22090 -3.37196 -5.51222  0.08
H: -1.72509 -2.42797 -5.56795  0.05
H: -5.06922 -0.83216 -5.98858  0.08
H: -5.38857 -0.53025 -4.27580  0.06
H: -5.43899 -2.18991 -4.91786  0.08
H: -6.57934 -0.39696 -0.99317  0.12
H: -7.31318 -0.89122 1.36156  0.11
H: -5.60626 -0.64758 3.20081  0.11
H: 1.56333 -1.20974 5.53979  0.11
H: 1.40175 0.91610 6.77417  0.11
H: -0.20858 2.62625 6.04332  0.12
H: -2.55916 2.32012 3.21594  0.13
H: -2.49465 3.20462 6.13916  0.08
H: -3.46558 1.85691 5.50477  0.07
H: -3.77186 3.51659 4.96937  0.08
H: -0.69262 4.29392 4.61031  0.08
H: -2.06228 4.72516 3.58953  0.08
H: -0.67641 3.87146 2.89936  0.06
H: -0.78112 -2.11130 2.73372  0.12
H: -0.86358 -2.58669 5.74946  0.09
H: -1.74378 -3.51318 4.53208  0.09
H: -2.15467 -1.81311 4.81502  0.07
H: 1.46472 -3.12586 4.56095  0.08
H: 0.39677 -4.14590 3.61171  0.09
H: 1.48265 -3.03336 2.79917  0.05
Ge: 1.68441 -0.15508 2.68259  1.11
C: 3.32675 -1.09350 3.15932  -0.29
C: 4.00129 -0.89670 4.36514  -0.12
C: 5.18381 -1.56879 4.63779  -0.07
C: 5.71040 -2.45415 3.70758  -0.08
C: 5.05588 -2.65253 2.50179  -0.07
C: 3.87838 -1.97132 2.23041  -0.13
C: 1.98075 1.75591 2.59111  -0.29
C: 2.92678 2.38826 3.39635  -0.09
C: 3.20320 3.73878 3.23542  -0.07
C: 2.55744 4.46861 2.24715  -0.07
C: 1.62108 3.84901 1.43216  -0.08
C: 1.32847 2.50574 1.61467  -0.14
H: 1.09670 -0.71862 1.38477  0.03
H: 3.60016 -0.22512 5.11410  0.09
H: 5.69087 -1.40477 5.57995  0.11
H: 6.62908 -2.98430 3.92318  0.10
H: 5.46302 -3.33207 1.76412  0.11
H: 3.39513 -2.12369 1.27189  0.08
H: 3.46834 1.83110 4.14912  0.09
H: 3.93443 4.21716 3.87432  0.11
H: 2.78539 5.51770 2.11045  0.11
H: 1.11425 4.41306 0.65903  0.10
H: 0.57692 2.04202 0.98566  0.07
C: 0.81773 -1.01892 -4.98240  -0.09
C: 1.92276 -0.58059 -4.02147  -0.69
C: 3.26429 -1.15134 -4.48266  -0.09
C: 2.00695 0.95266 -4.05962  -0.10
P: 1.41254 -0.97489 -2.25700  1.14
C: 3.01448 -0.75514 -1.37723  -0.36
C: 4.14751 -1.57121 -1.45519  -0.10
C: 5.33272 -1.20521 -0.83548  -0.09
C: 5.41866 -0.01458 -0.12532  -0.08
C: 4.30697 0.80472 -0.02643  -0.07
C: 3.12093 0.43059 -0.64727  -0.13
C: 0.87411 -2.77107 -2.06472  -0.69
C: -0.56213 -2.89324 -2.60179  -0.10
C: 0.82060 -3.01849 -0.55024  -0.11
C: 1.71734 -3.86682 -2.71915  -0.08
H: 0.99293 -0.56070 -5.95960  0.10
H: -0.16920 -0.69586 -4.64680  0.06
H: 0.81053 -2.10084 -5.12357  0.07
H: 3.41489 -0.88635 -5.53318  0.09
H: 3.30801 -2.23837 -4.40935  0.07
H: 4.09660 -0.73386 -3.91555  0.07
H: 2.33009 1.27000 -5.05495  0.09
H: 2.72895 1.33610 -3.33424  0.07
H: 1.03245 1.40253 -3.86255  0.06
H: 4.12161 -2.48193 -2.03401  0.09
H: 6.20057 -1.84828 -0.91642  0.11
H: 6.34726 0.26261 0.35699  0.11
H: 4.34861 1.73262 0.53151  0.11
H: 2.25754 1.08427 -0.57661  0.08
H: -1.23100 -2.08677 -2.28830  0.05
H: -0.98885 -3.83686 -2.24828  0.10
H: -0.58734 -2.91468 -3.68831  0.05
H: 0.10067 -2.35742 -0.05496  0.04
H: 0.49372 -4.04473 -0.36153  0.09
H: 1.79239 -2.88026 -0.07544  0.05
H: 1.81555 -3.71545 -3.79355  0.07
H: 1.22762 -4.83419 -2.57082  0.09
H: 2.71173 -3.94082 -2.28354  0.06

[3]
Computed, not measured: C26H36N3OPb as an isolated structure, with ωB97M-V/def2-TZVPD.

M in g mol⁻¹: 613.8
Energy above the lowest of the compared OMol25 structures with the same formula, charge and spin in kJ/mol: 653.2
Total charge: +1

Each line ends with the Löwdin charge.
Geometry (Å):
C: 1.54963 -2.38217 0.35639  -0.26
C: 2.03269 -1.65977 -0.77119  -0.22
C: 1.05910 -1.75792 -1.80971  -0.22
C: -0.01765 -2.56034 -1.32691  -0.26
C: 0.28779 -2.94581 0.01181  -0.22
Pb: -0.43385 0.22761 0.40599  1.57
C: -4.09158 1.58360 -1.64604  -0.15
C: -3.55264 1.36351 -0.32168  -0.18
H: -3.13425 2.27385 0.20263  0.11
C: -3.07714 0.11708 0.22173  -0.19
H: -3.27782 -0.80230 -0.35594  0.06
H: -3.16402 -0.00005 1.31956  0.05
C: -3.79447 3.04985 -2.13902  -0.08
H: -3.14148 3.64330 -1.44235  0.08
H: -3.24706 3.04091 -3.11451  0.07
H: -4.68328 3.62371 -2.30260  0.06
C: -3.33956 0.58575 -2.67064  -0.07
H: -2.38425 0.13355 -2.22985  0.06
H: -3.97571 -0.25319 -2.96983  0.07
H: -2.95384 1.14481 -3.57310  0.07
C: 3.34147 -0.98109 -0.86194  -0.02
H: 3.57815 -0.42958 0.05966  0.08
H: 4.15385 -1.70780 -1.02849  0.11
H: 3.36144 -0.26557 -1.69102  0.07
C: 1.19024 -1.17332 -3.16008  -0.01
H: 1.61407 -0.16275 -3.11321  0.06
H: 1.85272 -1.78348 -3.79727  0.11
H: 0.21693 -1.10032 -3.66087  0.08
C: -1.21758 -2.98425 -2.08255  -0.05
H: -1.23998 -2.53452 -3.08171  0.07
H: -1.23293 -4.07916 -2.21072  0.10
H: -2.15233 -2.70939 -1.56707  0.07
C: -0.53018 -3.80555 0.89511  -0.01
H: -1.44577 -4.13197 0.38543  0.09
H: 0.02899 -4.70809 1.19180  0.11
H: -0.82021 -3.28070 1.81930  0.08
C: 2.26278 -2.58122 1.63614  -0.04
H: 1.56299 -2.79160 2.45638  0.08
H: 2.95913 -3.43451 1.57254  0.10
H: 2.85475 -1.69796 1.91067  0.07
C: 1.14512 2.18978 -0.86973  -0.24
C: 0.15451 2.56941 -1.89121  -0.20
C: 2.36863 2.46631 -1.44847  -0.19
C: 0.28580 2.37768 -3.28877  -0.16
H: -0.93308 2.90730 -1.91803  0.08
C: 2.53955 2.64569 -2.89053  -0.11
H: 3.30814 2.64887 -0.87072  0.09
C: 1.54187 2.52668 -3.85053  -0.12
H: -0.64239 2.41149 -3.89167  0.10
H: 3.51171 2.79524 -3.24368  0.07
H: 1.64084 2.50824 -4.99162  0.13
C: -1.35747 -0.52424 5.50474  0.01
N: -0.27779 0.10831 4.75134  -0.04
C: 0.68088 0.86607 5.37795  0.01
C: 1.65288 1.46266 4.63793  0.01
C: 1.63713 1.29545 3.24083  -0.34
N: 0.67428 0.57537 2.63112  0.04
C: -0.27340 -0.04924 3.38615  -0.52
O: -1.16141 -0.73825 2.80063  -0.10
N: 2.57785 1.81863 2.41749  0.20
H: -2.33231 -0.15702 5.16306  0.11
H: -1.22551 -0.27936 6.55971  0.10
H: -1.33104 -1.61129 5.37076  0.11
H: 0.56801 0.92093 6.46687  0.15
H: 2.43294 2.06483 5.10683  0.13
H: 3.29702 2.42552 2.79938  0.13
H: 2.51810 1.69177 1.42331  0.07

[4]
Computed, not measured: one molecule with the formula C4H9NO2, with ωB97M-V/def2-TZVPD.

M in g mol⁻¹: 103.1
Energy above the lowest of the compared OMol25 structures with the same formula, charge and spin in kJ/mol: 163.0

Each line ends with the Löwdin charge.
Geometry (Å):
C: 0.23747 1.50210 0.43028  -0.13
N: 0.41357 0.43887 -0.54013  -0.23
C: -0.37654 0.75735 -1.75242  -0.12
C: -0.21645 -0.86123 -0.07714  -0.11
C: 0.29360 -1.23288 1.30482  -0.47
O: 0.27613 -0.70285 2.37231  0.11
O: 0.64812 -2.57109 1.21114  0.06
H: -0.80772 1.61695 0.79035  0.10
H: 0.55709 2.48461 0.07610  0.09
H: 0.87304 1.25567 1.27623  0.07
H: -1.34158 1.26288 -1.58322  0.09
H: 0.15924 1.57285 -2.25021  0.08
H: -0.37398 -0.10603 -2.41279  0.08
H: 0.13609 -1.61656 -0.77735  0.12
H: -1.30588 -0.92454 -0.19025  0.13
H: 0.82778 -2.87610 2.12229  0.12

One value per record, in order, for maximum force: 0.026 0.018 0.111 0.057 Eh/bohr.